1:
This record from the OMol25 dataset describes one molecule with the formula C23H34N2O3. The level of theory is ωB97M-V with the def2-TZVPD basis set.

## Properties
Orbital gap (eV): 8.638
Highest occupied orbital energy (hartree): -0.2910

Geometry as ORCA input:
```
! wB97M-V def2-TZVPD RIJCOSX def2/J DEFGRID3
* xyz 0 1
C 0.434 -1.970 7.115
O 1.038 -3.085 6.500
C 1.547 -2.999 5.238
C 2.279 -4.122 4.843
C 2.851 -4.211 3.591
C 2.695 -3.174 2.692
C 1.973 -2.044 3.054
C 1.402 -1.943 4.333
O 0.645 -0.839 4.661
C 0.986 0.371 4.014
C 1.237 0.203 2.540
C 0.966 1.375 1.642
N 0.775 0.965 0.266
C 0.906 2.061 -0.674
C 0.852 1.503 -2.103
N -0.314 0.698 -2.385
C -1.432 1.306 -3.078
C -1.062 1.592 -4.539
C -2.289 2.055 -5.318
C -2.882 3.309 -4.684
C -3.240 3.047 -3.225
C -2.014 2.581 -2.444
C -0.601 -0.270 -1.346
C 0.341 -1.479 -1.484
C 0.130 -2.183 -2.823
O -1.150 -2.760 -2.943
C -0.511 0.324 0.068
C 1.739 -0.958 2.120
H 0.169 -2.307 8.117
H 1.126 -1.127 7.188
H -0.465 -1.652 6.584
H 2.382 -4.919 5.562
H 3.413 -5.091 3.318
H 3.127 -3.226 1.704
H 0.140 1.039 4.201
H 1.881 0.810 4.494
H 1.832 2.047 1.680
H 0.098 1.944 2.028
H 0.112 2.815 -0.524
H 1.873 2.546 -0.519
H 1.742 0.881 -2.250
H 0.903 2.327 -2.814
H -2.223 0.547 -3.092
H -0.652 0.683 -4.983
H -0.295 2.366 -4.590
H -3.038 1.260 -5.320
H -2.014 2.257 -6.356
H -3.772 3.621 -5.235
H -2.154 4.122 -4.738
H -3.644 3.955 -2.771
H -4.013 2.276 -3.176
H -1.261 3.372 -2.451
H -2.294 2.384 -1.407
H -1.622 -0.635 -1.498
H 0.143 -2.178 -0.667
H 1.374 -1.149 -1.407
H 0.907 -2.949 -2.967
H 0.199 -1.453 -3.631
H -1.277 -3.376 -2.212
H -1.336 1.047 0.217
H -0.624 -0.471 0.808
H 1.962 -1.118 1.078
*
```

Population analysis type Mulliken, resulting atomic charges in e:
1 C -0.67
2 O -0.49
3 C 0.40
4 C -0.59
5 C -0.73
6 C -0.70
7 C 0.64
8 C 0.23
9 O -0.61
10 C -0.66
11 C 0.52
12 C -1.47
13 N 0.38
14 C -0.61
15 C -0.98
16 N 0.37
17 C -0.27
18 C -0.56
19 C -0.75
20 C -0.69
21 C -0.90
22 C -0.35
23 C -0.11
24 C -0.88
25 C -0.75
26 O -0.52
27 C -1.41
28 C 0.04
29 H 0.29
30 H 0.27
31 H 0.23
32 H 0.44
33 H 0.38
34 H 0.47
35 H 0.35
36 H 0.17
37 H 0.46
38 H 0.42
39 H 0.24
40 H 0.52
41 H 0.38
42 H 0.52
43 H 0.28
44 H 0.23
45 H 0.30
46 H 0.36
47 H 0.38
48 H 0.35
49 H 0.32
50 H 0.38
51 H 0.35
52 H 0.25
53 H 0.17
54 H 0.74
55 H 0.36
56 H 0.40
57 H 0.34
58 H 0.23
59 H 0.36
60 H 0.15
61 H 0.63
62 H 0.41

---

2:
This record from the OMol25 dataset describes one molecule with the formula C23H34N2O3. The level of theory is ωB97M-V with the def2-TZVPD basis set.

## Properties
Orbital gap (eV): 8.659
Highest occupied orbital energy (hartree): -0.2904

Geometry as ORCA input:
```
! wB97M-V def2-TZVPD RIJCOSX def2/J DEFGRID3
* xyz 0 1
C 1.605 4.970 -4.500
O 1.607 3.776 -3.760
C 2.657 3.535 -2.924
C 3.763 4.360 -2.771
C 4.780 4.021 -1.890
C 4.699 2.870 -1.137
C 3.599 2.026 -1.272
C 2.586 2.347 -2.178
O 1.475 1.568 -2.321
C 1.625 0.199 -1.992
C 2.459 -0.039 -0.762
C 2.154 -1.280 0.020
N 0.740 -1.342 0.351
C 0.348 -0.274 1.251
C -1.165 -0.297 1.442
N -1.570 -1.592 1.941
C -2.878 -1.680 2.568
C -4.029 -0.969 1.841
C -5.345 -1.221 2.571
C -5.266 -0.722 4.010
C -4.111 -1.397 4.743
C -2.797 -1.153 4.008
C -1.166 -2.681 1.076
C -1.843 -2.736 -0.317
C -2.923 -3.817 -0.387
O -2.426 -5.104 -0.102
C 0.360 -2.610 0.937
C 3.414 0.838 -0.455
H 0.675 4.962 -5.067
H 1.622 5.850 -3.848
H 2.450 5.018 -5.195
H 3.847 5.271 -3.342
H 5.633 4.676 -1.792
H 5.480 2.611 -0.438
H 0.613 -0.184 -1.835
H 2.074 -0.337 -2.848
H 2.796 -1.319 0.919
H 2.384 -2.155 -0.600
H 0.841 -0.387 2.234
H 0.649 0.683 0.818
H -1.639 -0.036 0.482
H -1.439 0.463 2.174
H -3.119 -2.748 2.625
H -4.107 -1.327 0.813
H -3.835 0.105 1.810
H -5.561 -2.292 2.571
H -6.160 -0.716 2.047
H -6.206 -0.925 4.528
H -5.111 0.360 4.010
H -4.042 -1.013 5.764
H -4.298 -2.471 4.802
H -2.583 -0.082 3.998
H -1.974 -1.653 4.522
H -1.402 -3.616 1.597
H -1.086 -2.941 -1.077
H -2.290 -1.774 -0.561
H -3.394 -3.802 -1.382
H -3.699 -3.640 0.361
H -1.701 -5.293 -0.707
H 0.811 -2.740 1.937
H 0.713 -3.422 0.296
H 4.051 0.711 0.408
*
```

Population analysis type Mulliken, resulting atomic charges in e:
1 C -0.97
2 O -0.39
3 C 0.64
4 C -0.49
5 C -0.92
6 C -0.80
7 C 1.19
8 C 0.00
9 O -0.51
10 C -0.61
11 C 0.86
12 C -1.31
13 N 0.61
14 C -1.03
15 C -0.73
16 N 0.35
17 C -0.56
18 C -0.53
19 C -0.89
20 C -0.68
21 C -0.77
22 C -0.74
23 C 0.67
24 C -0.97
25 C -0.73
26 O -0.55
27 C -1.98
28 C -0.62
29 H 0.23
30 H 0.39
31 H 0.38
32 H 0.38
33 H 0.37
34 H 0.42
35 H 0.24
36 H 0.22
37 H 0.29
38 H 0.43
39 H 0.20
40 H 0.48
41 H 0.19
42 H 0.58
43 H 0.44
44 H 0.38
45 H 0.30
46 H 0.32
47 H 0.39
48 H 0.35
49 H 0.32
50 H 0.38
51 H 0.34
52 H 0.27
53 H 0.37
54 H 0.85
55 H 0.45
56 H 0.33
57 H 0.38
58 H 0.19
59 H 0.35
60 H 0.40
61 H 0.45
62 H 0.38

---

The data favor 2; the next most stable structure lies 13.5 kJ/mol above it.